ORCA calculation (wB97M-V/def2-TZVPD) on C23H20BClF4PSn as an isolated structure.

Summary:
**Orbital gap (spin up / spin down)**: 6.6 / 5.3 eV
**HOMO level (spin up / spin down)**: -11.199 / -10.385 eV
**LUMO (spin up / spin down)**: -4.5685 / -5.0879 eV
**M**: 568.4 g mol⁻¹
**E**: -63357.583 eV
**Energy above the lowest of the compared OMol25 structures with the same formula, charge and spin**: 112.5 kcal per mole

Structure (ORCA input):
```
! RIJCOSX wB97M-V def2-TZVPD def2/J DEFGRID3
* xyz 1 1
Sn 0.045 1.759 0.423
Cl -1.191 1.677 2.403
P 0.123 -0.587 0.200
F -0.934 5.784 1.902
F 0.320 6.278 -0.056
F 0.039 3.641 1.090
F 1.301 5.348 1.734
C -3.858 -2.441 -1.023
C 0.421 3.603 -1.303
C 2.195 -0.919 -3.287
C -3.836 -1.431 -0.059
C -0.698 4.076 -0.400
C 1.194 -0.610 -2.371
C -1.444 -1.205 -0.342
C 1.368 -0.931 -1.017
C -1.461 -2.232 -1.293
C -2.668 -2.839 -1.635
C -1.830 2.987 -0.575
C -2.638 -0.813 0.285
C 1.676 -1.533 3.841
C 0.547 -1.365 1.717
C -1.370 2.082 -1.478
C 1.315 -0.774 2.732
C 2.549 -1.547 -0.587
C 0.152 -2.701 1.815
C 0.523 -3.449 2.927
C 3.543 -1.849 -1.510
C 1.285 -2.872 3.943
C 0.019 2.408 -1.886
C 3.372 -1.539 -2.861
B 0.120 5.642 1.114
H -0.451 -3.153 1.031
H 2.053 -0.678 -4.340
H -4.759 -1.123 0.431
H 0.655 1.854 -2.557
H 1.570 -3.462 4.813
H -1.961 1.253 -1.851
H 0.277 -0.132 -2.716
H 2.267 -1.077 4.634
H 4.155 -1.779 -3.579
H -2.763 3.095 0.046
H 1.619 0.269 2.659
H -2.674 -3.631 -2.383
H -0.966 5.003 0.208
H 2.682 -1.785 0.467
H -2.622 -0.034 1.045
H 0.207 -4.489 2.996
H -0.538 -2.555 -1.770
H -4.799 -2.920 -1.294
H 1.416 4.026 -1.113
H 4.458 -2.326 -1.168
*
```

Atom charges from the natural (NBO) analysis, given in e for atoms 1 to 2: 1.3717, -0.4869

=====

ORCA calculation (wB97M-V/def2-TZVPD) on a 2-piece molecular cluster, C4H13NO3 overall.

Summary:
**Orbital gap (spin up / spin down)**: 10.2 / 5.1 eV
**HOMO level (spin up / spin down)**: -13.549 / -13.549 eV
**LUMO (spin up / spin down)**: -3.3419 / -8.4278 eV
**⟨S²⟩**: 0.7547
**M**: 123.2 g mol⁻¹
**E**: -11981.530 eV
**Energy above the lowest of the compared OMol25 structures with the same formula, charge and spin**: 48.3 kcal per mole

Structure (ORCA input):
```
! RIJCOSX wB97M-V def2-TZVPD def2/J DEFGRID3
* xyz 1 2
O -5.667 -3.558 3.284
O 2.346 -1.010 -1.795
O 2.695 1.997 -1.099
N -0.326 0.537 0.060
C 1.403 1.541 -1.319
C 1.025 0.348 -0.354
C -0.655 1.655 0.912
C 1.134 -1.047 -1.016
H 1.301 1.214 -2.354
H 1.793 0.418 0.425
H -1.636 2.054 0.674
H 2.959 -1.659 -1.440
H -0.561 1.413 1.977
H 0.378 -1.214 -1.781
H 0.024 2.501 0.835
H -5.369 -2.767 2.823
H 0.784 2.420 -1.189
H -5.416 -4.202 2.606
H 1.165 -1.780 -0.211
H 3.381 1.440 -1.484
H -0.757 -0.300 0.446
*
```

Atom charges from the natural (NBO) analysis, given in e for atoms 1 to 2: -0.9161, -0.7181

=====

ORCA calculation (wB97M-V/def2-TZVPD) on a 12-piece molecular cluster, C6H36O12 overall.

Summary:
**Orbital gap (spin up / spin down)**: 9.0 / 2.3 eV
**HOMO level (spin up / spin down)**: -11.911 / -11.890 eV
**LUMO (spin up / spin down)**: -2.9002 / -9.5406 eV
**⟨S²⟩**: 0.7561
**M**: 300.3 g mol⁻¹
**E**: -31364.136 eV
**Energy above the lowest of the compared OMol25 structures with the same formula, charge and spin**: 81.0 kcal per mole

Structure (ORCA input):
```
! RIJCOSX wB97M-V def2-TZVPD def2/J DEFGRID3
* xyz 1 2
O 12.200 -7.295 14.564
O 14.006 -12.027 9.966
O 16.547 -10.836 9.144
O 17.024 -8.217 9.701
O 13.849 -12.406 12.825
O 13.678 -6.526 6.825
O 9.414 -9.794 8.842
O 12.430 -8.919 7.870
O 10.776 -6.796 12.096
O 13.701 -4.464 8.813
O 12.396 -8.115 10.365
O 11.331 -11.881 9.231
C 12.789 -4.886 9.759
C 11.296 -7.032 15.625
C 14.045 -13.776 12.827
C 17.655 -11.690 9.541
C 13.466 -8.722 11.031
C 16.517 -6.966 9.248
H 13.629 -7.353 7.305
H 11.410 -7.140 11.467
H 9.863 -9.393 8.098
H 11.709 -7.242 16.611
H 13.796 -5.100 8.100
H 16.803 -9.932 9.342
H 14.769 -11.521 9.685
H 17.273 -6.186 9.161
H 11.692 -8.631 7.333
H 17.330 -8.104 10.604
H 17.289 -12.488 10.187
H 9.960 -7.252 11.889
H 18.087 -12.189 8.673
H 13.191 -14.374 12.507
H 13.901 -12.033 11.942
H 13.271 -9.783 11.185
H 14.263 -14.138 13.832
H 11.976 -5.417 9.264
H 15.916 -7.111 8.350
H 14.898 -13.962 12.173
H 10.805 -6.060 15.665
H 13.244 -5.667 10.367
H 12.532 -3.997 10.335
H 12.548 -9.841 7.640
H 13.334 -6.731 5.956
H 12.335 -8.462 9.471
H 12.164 -11.850 9.701
H 11.684 -7.215 13.758
H 14.385 -8.792 10.449
H 15.788 -6.654 9.996
H 10.093 -10.303 9.286
H 18.389 -11.108 10.099
H 13.655 -8.134 11.929
H 13.985 -12.779 9.373
H 10.501 -7.755 15.445
H 11.569 -11.763 8.311
*
```

Atom charges from the natural (NBO) analysis, given in e for atoms 1 to 2: -0.4108, -0.9957

=====

ORCA calculation (wB97M-V/def2-TZVPD) on a single C6H7FS molecule.

Summary:
**Orbital gap**: 9.9 eV
**HOMO level**: -8.967 eV
**LUMO**: 0.8891 eV
**M**: 130.2 g mol⁻¹
**SMILES**: F[C@H]1C=C[C@@]2(CS2)C1
**E**: -19887.279 eV
**Energy above the lowest of the compared OMol25 structures with the same formula, charge and spin**: 12.9 kcal per mole

Structure (ORCA input):
```
! RIJCOSX wB97M-V def2-TZVPD def2/J DEFGRID3
* xyz 0 1
S -1.279 -0.896 -1.733
F 1.925 1.296 1.497
C -1.122 0.859 -1.295
C 0.142 -0.216 1.894
C -0.864 -0.238 1.030
C -0.393 -0.053 -0.380
C 1.460 0.004 1.195
C 1.139 -0.111 -0.299
H -1.926 -0.331 1.299
H 2.263 -0.677 1.541
H 1.621 0.715 -0.865
H -0.518 1.468 -1.961
H -2.032 1.347 -0.918
H 0.059 -0.289 2.971
H 1.506 -1.043 -0.676
*
```

Atom charges from the natural (NBO) analysis, given in e for atoms 1 to 2: 0.1083, -0.3759

=====

ORCA calculation (wB97M-V/def2-TZVPD) on C26H17N6PtS as an isolated structure.

Summary:
**Orbital gap (spin up / spin down)**: 7.2 / 5.4 eV
**HOMO level (spin up / spin down)**: -10.261 / -10.231 eV
**LUMO (spin up / spin down)**: -3.0643 / -4.8589 eV
**⟨S²⟩**: 2.0109
**M**: 640.6 g mol⁻¹
**E**: -50248.924 eV

Structure (ORCA input):
```
! RIJCOSX wB97M-V def2-TZVPD def2/J DEFGRID3
* xyz 1 3
Pt -0.258 -0.344 0.577
S -3.408 3.336 -0.455
N 2.430 4.165 -1.013
N -1.565 1.317 -0.492
N 1.722 2.143 -0.522
N 0.237 7.152 7.237
N -0.346 -0.378 2.528
N 0.719 1.290 -0.308
C 0.360 0.635 4.423
C -0.220 3.234 3.633
C 3.079 2.116 -0.339
C -2.148 4.436 0.219
C 5.710 2.766 -0.030
C 0.856 4.122 3.605
C -0.303 2.189 2.556
C 1.349 3.361 -0.925
C -0.144 3.428 -0.994
C 0.319 -0.738 4.637
C -0.113 -1.317 3.443
C 3.933 1.128 0.125
C 5.256 1.479 0.276
C 3.532 3.418 -0.650
C 0.011 5.234 5.555
C -1.010 4.111 1.162
C 0.975 5.116 4.554
C -2.747 1.746 -0.638
C -0.447 2.146 -0.127
C 4.869 3.756 -0.497
C -0.063 0.874 3.107
C -0.738 4.595 -0.245
C -1.165 3.342 4.648
C -0.582 2.695 1.314
C 0.126 6.285 6.497
C -1.051 4.332 5.607
H 0.590 -1.261 5.534
H 2.443 5.142 -1.264
H -0.253 -2.362 3.232
H 5.952 0.759 0.677
H 0.657 1.372 5.144
H 1.598 4.028 2.824
H -2.679 5.350 0.451
H -3.529 1.054 -0.928
H -1.783 4.419 6.394
H 3.547 0.150 0.368
H -0.351 5.580 -0.464
H -1.994 2.650 4.684
H 6.750 2.995 0.126
H 1.801 5.809 4.522
H -0.512 3.340 -2.023
H -0.895 4.766 2.013
H 5.228 4.752 -0.702
*
```

Atom charges from the natural (NBO) analysis, given in e for atoms 1 to 2: 1.0419, 0.3633

=====

ORCA calculation (wB97M-V/def2-TZVPD) on a 2-piece molecular cluster, C3H6S3 overall.

Summary:
**Orbital gap**: 7.9 eV
**HOMO level**: -7.773 eV
**LUMO**: 0.0839 eV
**M**: 138.3 g mol⁻¹
**E**: -35709.785 eV
**Energy above the lowest of the compared OMol25 structures with the same formula, charge and spin**: 94.0 kcal per mole

Structure (ORCA input):
```
! RIJCOSX wB97M-V def2-TZVPD def2/J DEFGRID3
* xyz 0 1
S -2.544 0.567 -0.546
S 1.605 -2.121 -0.516
S 0.526 2.026 0.265
C -1.440 -0.559 -0.063
C 0.708 0.418 -0.441
C 1.305 -0.570 0.237
H 1.976 -2.758 0.593
H -3.119 1.147 0.550
H 0.320 2.670 -0.888
H 0.492 0.339 -1.493
H 1.580 -0.479 1.274
H -1.407 -0.683 1.028
*
```

Atom charges from the natural (NBO) analysis, given in e for atoms 1 to 2: 0.2009, 0.0765